DFT (ωB97M-V/def2-TZVPD) results for a structure of composition C16H18BBeNS2.

Structure (XYZ):
```
39
Properties=species:S:1:pos:R:3:nbo_charge:R:1
B 0.704 0.844 5.532 0.494
C -0.852 0.960 5.128 -0.785
C -1.108 1.106 3.575 -0.403
C -0.533 -0.090 2.702 -0.533
S 0.864 0.474 1.630 0.388
C 0.190 1.455 0.258 -0.178
S 0.272 3.094 0.409 0.351
N -0.423 0.910 -0.951 -0.492
C -0.689 -0.532 -0.826 0.141
C -2.088 -0.956 -0.609 -0.237
C -2.305 -2.401 -0.536 -0.159
C -1.204 -3.392 -0.678 -0.135
C 0.191 -2.972 -0.862 -0.216
C 0.422 -1.524 -0.940 -0.191
C 0.444 1.022 -2.093 0.364
C 1.829 1.596 -2.077 -0.156
C 2.582 1.593 -3.311 -0.224
C 2.046 1.047 -4.571 -0.067
C 0.653 0.473 -4.605 -0.298
C -0.093 0.483 -3.362 -0.272
H 1.184 -0.201 5.821 -0.089
H 1.402 1.805 5.564 -0.084
H -1.447 0.123 5.600 0.236
H -1.242 1.909 5.605 0.258
H -2.219 1.171 3.416 0.234
H -0.644 2.071 3.243 0.218
H -1.367 -0.439 2.035 0.238
H -0.218 -0.967 3.330 0.280
H -2.920 -0.217 -0.507 0.271
H -3.345 -2.791 -0.399 0.261
H -1.392 -4.494 -0.647 0.260
H 1.050 -3.671 -0.964 0.262
H 1.465 -1.160 -1.087 0.238
H 2.275 2.013 -1.149 0.276
H 3.606 2.041 -3.333 0.280
H 2.638 1.048 -5.523 0.264
H 0.257 0.036 -5.577 0.173
H -1.118 0.030 -3.380 0.270
Be 1.135 -1.498 -5.859 0.760
```

Summary:
Strongest force on any atom   0.07438 hartree/bohr
Total energy   -1510.231588 Ha
Frontier orbital gap   2.81 eV
Net charge   +2

DFT (ωB97M-V/def2-TZVPD) results for a structure of composition C17H30Br4N2O.

Structure (XYZ):
```
54
Properties=species:S:1:pos:R:3:nbo_charge:R:1
C 0.386 4.173 2.441 -0.668
C -0.270 3.529 1.084 -0.072
O 0.512 2.454 0.457 -0.555
C 0.552 1.233 1.277 -0.084
C -0.339 -0.026 0.631 -0.062
C -1.905 0.454 0.706 -0.430
C -3.013 -0.741 0.541 -0.224
C -2.397 -2.249 0.364 -0.651
C -3.968 -0.319 -0.757 -0.636
N 0.003 -0.248 -0.825 -0.673
C 1.531 -0.369 -1.027 0.352
C 2.247 -1.437 -0.030 -0.302
C 3.902 -1.592 -0.217 -0.205
C 4.449 -0.621 -1.450 -0.320
C 3.540 0.361 -2.375 0.013
N 2.075 0.484 -2.119 -0.415
H 1.549 4.295 2.426 0.230
H 0.002 3.554 3.386 0.206
H -0.096 5.253 2.575 0.217
H -1.366 3.177 1.312 0.178
H -0.343 4.421 0.295 0.198
H 1.655 0.836 1.489 0.205
H 0.077 1.402 2.359 0.182
H -0.134 -0.940 1.336 0.178
H -2.111 1.275 -0.128 0.233
H -2.064 0.996 1.737 0.216
H -3.719 -0.696 1.478 0.215
H -3.307 -3.001 0.538 0.222
H -1.592 -2.551 1.177 0.218
H -2.030 -2.483 -0.748 0.209
H -4.377 0.779 -0.546 0.207
H -4.869 -1.056 -0.925 0.215
H -3.287 -0.208 -1.727 0.220
H -0.366 -1.149 -1.201 0.379
H 1.662 -2.058 0.793 0.243
H 4.572 -2.300 0.429 0.248
H 5.612 -0.663 -1.694 0.250
H 4.022 0.998 -3.261 0.237
Br 8.890 -2.204 -4.177 -0.020
C 7.673 -3.724 -4.060 -0.442
C 6.238 -3.292 -4.255 -0.487
Br 5.536 -2.431 -2.652 0.057
H 7.855 -4.206 -3.097 0.230
H 7.984 -4.399 -4.864 0.226
H 5.593 -4.161 -4.417 0.227
H 6.105 -2.587 -5.081 0.231
Br -4.776 2.825 2.799 -0.014
C -6.418 1.937 2.233 -0.450
C -7.038 1.158 3.370 -0.449
Br -6.082 -0.511 3.687 -0.013
H -6.165 1.318 1.369 0.235
H -7.082 2.746 1.913 0.231
H -8.060 0.858 3.118 0.231
H -7.048 1.706 4.317 0.235
```

Summary:
Strongest force on any atom   0.12226 hartree/bohr
Total energy   -11146.120263 Ha
Frontier orbital gap   8.11 eV

DFT (ωB97M-V/def2-TZVPD) results for a cluster of 8 separate species, C36H93N5O16 in total.

Structure (XYZ):
```
150
Properties=species:S:1:pos:R:3:lowdin_charge:R:1
C 6.964 -2.232 4.325 -0.082
O 6.288 -2.935 5.385 -0.191
C 7.112 -3.772 6.110 -0.274
C 6.539 -4.406 7.389 -0.224
N 7.392 -5.350 8.144 -0.034
C 7.552 -6.618 7.304 -0.169
C 7.947 -7.844 8.202 -0.212
O 9.203 -7.768 8.907 -0.200
C 9.366 -8.723 9.941 -0.113
H 7.753 -1.669 4.825 0.083
H 6.266 -1.443 4.044 0.084
H 7.277 -2.818 3.461 0.088
H 8.022 -3.238 6.385 0.118
H 7.382 -4.588 5.438 0.111
H 5.472 -4.600 7.278 0.118
H 6.482 -3.586 8.106 0.107
H 8.239 -4.845 8.363 0.102
H 8.278 -6.458 6.507 0.101
H 6.631 -6.945 6.820 0.116
H 7.992 -8.714 7.546 0.112
H 7.076 -7.950 8.848 0.111
H 9.632 -9.709 9.561 0.081
H 8.424 -8.808 10.483 0.081
H 10.149 -8.345 10.598 0.087
C 5.139 -2.689 -2.627 -0.104
O 5.480 -3.828 -1.863 -0.206
C 4.891 -4.060 -0.600 -0.203
C 3.736 -5.140 -0.746 -0.188
N 3.204 -5.737 0.503 -0.061
C 2.711 -4.641 1.402 -0.195
C 2.137 -5.328 2.655 -0.211
O 0.793 -5.834 2.502 -0.173
C 0.506 -6.482 3.695 -0.164
H 4.091 -2.789 -2.910 0.088
H 5.690 -2.745 -3.566 0.082
H 5.472 -1.734 -2.221 0.085
H 4.394 -3.153 -0.258 0.102
H 5.670 -4.306 0.121 0.121
H 4.064 -5.903 -1.453 0.109
H 2.889 -4.699 -1.270 0.103
H 2.374 -6.304 0.400 0.099
H 1.955 -4.006 0.940 0.117
H 3.495 -3.921 1.636 0.103
H 2.158 -4.554 3.421 0.118
H 2.716 -6.223 2.883 0.118
H 0.541 -5.802 4.546 0.083
H 1.143 -7.305 4.021 0.086
H -0.523 -6.842 3.654 0.090
C -3.492 6.515 -4.469 -0.090
O -4.414 7.561 -4.812 -0.195
C -5.591 7.263 -5.569 -0.231
C -6.408 8.507 -5.780 -0.234
N -5.727 9.579 -6.503 -0.039
C -5.877 9.219 -7.938 -0.188
C -4.814 9.950 -8.790 -0.222
O -5.350 10.079 -10.115 -0.207
C -4.320 10.379 -11.087 -0.096
H -2.782 6.415 -5.290 0.080
H -3.942 5.543 -4.266 0.083
H -2.909 6.761 -3.582 0.081
H -6.265 6.495 -5.190 0.123
H -5.233 6.873 -6.522 0.108
H -6.722 8.793 -4.776 0.115
H -7.352 8.317 -6.290 0.120
H -4.766 9.494 -6.204 0.093
H -6.839 9.460 -8.390 0.122
H -5.691 8.155 -8.083 0.101
H -3.880 9.391 -8.840 0.110
H -4.439 10.912 -8.443 0.117
H -3.784 9.455 -11.303 0.083
H -3.699 11.220 -10.779 0.085
H -4.790 10.613 -12.042 0.081
C -0.823 0.613 5.441 -0.090
O -0.241 0.873 4.123 -0.185
C 1.162 1.183 4.241 -0.220
C 1.547 2.636 4.469 -0.226
N 1.185 3.622 3.444 -0.057
C 1.734 4.929 3.789 -0.201
C 1.298 5.984 2.746 -0.193
O -0.138 6.073 2.642 -0.204
C -0.687 7.263 2.078 -0.113
H -0.631 1.308 6.258 0.080
H -0.546 -0.381 5.791 0.080
H -1.909 0.589 5.347 0.081
H 1.611 0.893 3.291 0.108
H 1.674 0.515 4.934 0.119
H 2.624 2.669 4.636 0.117
H 1.219 2.917 5.469 0.107
H 0.191 3.709 3.289 0.108
H 2.813 4.821 3.896 0.120
H 1.256 5.226 4.723 0.115
H 1.670 5.866 1.728 0.120
H 1.656 6.945 3.117 0.111
H -1.763 7.170 1.929 0.086
H -0.281 7.588 1.120 0.079
H -0.496 8.159 2.669 0.079
C -5.409 -9.483 -2.795 -0.142
O -5.538 -8.169 -3.207 -0.184
C -6.383 -7.882 -4.325 -0.211
C -6.239 -6.449 -4.826 -0.199
N -6.658 -5.501 -3.782 -0.046
C -5.780 -4.360 -3.671 -0.226
C -5.756 -3.897 -2.230 -0.228
O -5.311 -4.962 -1.403 -0.211
C -4.685 -4.649 -0.140 -0.071
H -4.762 -10.106 -3.411 0.083
H -6.356 -9.990 -2.610 0.086
H -4.904 -9.542 -1.831 0.084
H -7.397 -8.044 -3.960 0.122
H -6.246 -8.550 -5.175 0.119
H -6.947 -6.341 -5.648 0.113
H -5.221 -6.351 -5.203 0.114
H -6.501 -5.972 -2.902 0.080
H -6.094 -3.554 -4.335 0.117
H -4.771 -4.612 -3.999 0.111
H -6.737 -3.523 -1.939 0.122
H -5.124 -3.017 -2.113 0.116
H -4.658 -5.524 0.510 0.086
H -5.265 -3.881 0.371 0.080
H -3.700 -4.244 -0.374 0.084
O 6.258 4.661 -4.989 -0.067
C 5.394 4.327 -3.965 -0.280
C 5.718 5.144 -2.733 -0.232
O 5.615 6.554 -2.945 -0.064
H 6.274 4.031 -5.713 0.094
H 4.374 4.354 -4.350 0.120
H 5.679 3.296 -3.760 0.116
H 6.767 4.936 -2.521 0.113
H 5.247 4.832 -1.801 0.122
H 6.188 6.799 -3.675 0.077
O 1.648 1.116 -0.230 -0.063
C 0.560 1.576 -0.976 -0.256
C -0.778 0.814 -0.725 -0.224
O -1.302 1.059 0.576 -0.075
H 1.657 1.512 0.645 0.072
H 0.512 2.665 -0.985 0.117
H 0.813 1.397 -2.021 0.108
H -0.718 -0.264 -0.875 0.115
H -1.509 1.181 -1.445 0.110
H -0.917 0.446 1.206 0.072
O -8.204 4.521 1.762 -0.088
C -7.112 4.293 0.807 -0.205
C -7.132 2.918 0.010 -0.231
O -8.158 2.969 -0.949 -0.068
H -7.936 5.184 2.402 0.073
H -7.068 5.124 0.102 0.107
H -6.156 4.338 1.328 0.102
H -7.381 2.140 0.732 0.109
H -6.131 2.654 -0.333 0.116
H -8.956 3.294 -0.525 0.085
```

Summary:
SMILES   COCCNCCOC.COCCNCCOC.COCCNCCOC.COCCNCCOC.COCCNCCOC.OCCO.OCCO.OCCO
Energy above the lowest of the compared OMol25 structures with the same formula, charge and spin   478.7 kJ/mol
Strongest force on any atom   0.06939 hartree/bohr
Total energy   -2904.584201 Ha
Frontier orbital gap   8.98 eV

> Which of these has the lowest frontier orbital gap?

C16H18BBeNS2

> Which of these has the lowest frontier orbital gap?

C16H18BBeNS2

> Which of these has the highest frontier orbital gap?

C36H93N5O16

> Among the records above, which one has the highest frontier orbital gap?

C36H93N5O16